(1)
# C2H3N2O2

An isolated ion of composition C2H3N2O2 and charge +1 (ωB97M-V/def2-TZVPD, the Open Molecules 2025 dataset).

Computed properties:
relative energy (zero: lowest compared OMol25 entry of this formula, charge and spin) = 141.33 kcal/mol
LUMO energy (alpha / beta) = -0.24729 / -0.24728 hartree
electronic energy = -9184.19567 eV
total charge = +1
SMILES = O=[n+]1cc[nH]o1

XYZ file:
```
9
Properties=species:S:1:pos:R:3:nbo_charge:R:1
O 2.190 1.216 0.382 -0.2759
N 0.982 0.636 0.187 0.3579
C 0.395 0.158 -0.873 -0.0904
C -0.824 -0.469 -0.458 0.1125
N -0.896 -0.382 0.847 -0.1479
O 0.192 0.299 1.349 -0.0812
H 0.850 0.327 -1.908 0.3253
H -1.529 -0.984 -1.171 0.3129
H -1.359 -0.803 1.645 0.4866
```

(2)
# C21H39NP2Pt

C21H39NP2Pt as an isolated structure (ωB97M-V/def2-TZVPD, the Open Molecules 2025 dataset).

Computed properties:
relative energy (zero: lowest compared OMol25 entry of this formula, charge and spin) = 0.00 kcal/mol
LUMO energy (alpha / beta) = -0.22063 / -0.27302 hartree
electronic energy = -45700.49237 eV
total charge = +2
<S²> = 6.033
spin multiplicity = 5

XYZ file:
```
64
Properties=species:S:1:pos:R:3:nbo_charge:R:1
P 1.503 -1.045 -1.908 1.5502
P -1.479 -2.092 -0.059 1.3201
C 0.815 -2.710 -1.465 -0.7355
C -0.680 -2.771 -1.552 -0.7209
H 1.212 -2.973 -0.466 0.2611
H 1.281 -3.396 -2.183 0.2680
H -1.075 -2.222 -2.416 0.2504
H -0.989 -3.821 -1.643 0.2793
C -1.925 -3.746 0.685 -0.9226
H -2.310 -3.634 1.714 0.2462
H -1.044 -4.408 0.669 0.2496
H -2.713 -4.173 0.045 0.2488
C -3.147 -1.539 -0.517 -0.9539
H -3.810 -2.414 -0.546 0.2780
H -3.077 -1.074 -1.520 0.2623
H -3.516 -0.810 0.234 0.2727
C 3.049 -1.609 -2.700 -0.9593
H 3.502 -0.801 -3.291 0.2753
H 2.784 -2.434 -3.386 0.2622
H 3.760 -1.983 -1.964 0.2670
C 0.550 -0.265 -3.217 -0.9882
H -0.505 -0.158 -2.905 0.2621
H 0.608 -0.864 -4.140 0.2932
H 0.980 0.733 -3.406 0.3108
Pt -0.417 2.136 -1.681 0.3300
C -0.731 -1.503 1.767 -0.3530
C 0.103 -2.420 2.412 -0.0458
C 1.440 -2.180 2.925 -0.4769
C 2.321 -1.079 2.254 -0.4562
C 2.417 -1.450 0.829 -0.1081
C 1.970 -0.536 -0.156 -0.5454
C 0.631 0.299 0.256 -0.4731
C -0.327 -0.049 1.393 -0.4754
C 1.440 2.973 -1.906 -0.9446
H -1.762 -1.505 2.176 0.2644
H -0.452 -3.286 2.842 0.2251
H 1.984 -3.137 2.807 0.2492
H 1.358 -1.940 4.017 0.2730
H 1.890 -0.092 2.447 0.2152
H 3.332 -1.077 2.706 0.2625
H 3.056 -2.269 0.544 0.2073
H 2.790 0.192 -0.423 0.2664
H -0.034 0.463 -0.695 0.1906
H 1.095 1.292 0.494 0.2912
H 0.042 0.500 2.281 0.2279
H -1.243 0.519 1.138 0.2413
H 1.405 4.068 -1.961 0.2290
H 1.823 2.610 -2.875 0.1883
H 2.161 2.672 -1.134 0.1702
C 1.071 3.283 1.602 -0.6940
C -0.375 3.282 1.317 0.3266
C -1.334 3.605 2.307 -0.2671
C -2.541 3.857 1.646 -0.2390
C -2.270 3.656 0.248 0.3418
C -3.128 4.095 -0.866 -0.6911
N -1.025 3.071 0.097 -0.6311
H 1.348 4.135 2.254 0.2754
H 1.621 3.347 0.671 0.2536
H 1.318 2.375 2.178 0.2266
H -1.156 3.573 3.384 0.2461
H -3.499 4.096 2.058 0.2474
H -4.105 3.590 -0.783 0.2525
H -3.338 5.184 -0.814 0.2757
H -2.654 3.858 -1.819 0.2470
```

What is the relative energy (zero: lowest compared OMol25 entry of this formula, charge and spin) in the second record? 0.00 kcal/mol